C8H15OP | ωB97M-V with the def2-TZVPD basis set

```
! RIJCOSX wB97M-V def2-TZVPD def2/J DEFGRID3
* xyz 0 1
P -0.87587 1.38016 0.86342
O -0.36820 2.72430 0.79196
C -1.78822 -0.20810 -1.63797
C -1.52930 0.83306 2.49743
C -0.07246 -1.66088 -2.65561
C -0.70534 -0.93180 -1.44441
C 1.41622 0.27072 1.65148
C 1.25476 1.03219 -0.78144
C 0.03215 -1.07965 -0.19454
C 0.52495 0.24300 0.43879
H -0.36404 -2.80259 -2.72350
H -0.49318 -1.59068 0.53023
H -0.62649 -1.30562 -3.57482
H 2.22344 -0.53760 1.63810
H -0.97319 1.36593 3.26766
H 0.87467 -1.71653 -0.49252
H 0.55985 1.22288 -1.56055
H 1.02260 -1.59075 -2.72433
H -2.51937 0.99575 2.56903
H 0.89826 -0.23192 2.61996
H 1.60271 2.03458 -0.47775
H 1.67054 1.29801 1.99211
H 2.12293 0.41774 -0.92732
H -2.56051 0.05817 -2.28442
H -1.32692 -0.22037 2.61899
*
```

Calculated values
HOMO (spin up / spin down)	-8.43 / -7.71	eV
Kohn-Sham gap (spin up / spin down)	8.086 / 7.895	eV
LUMO (spin up / spin down)	-0.35 / 0.19	eV